C40H38F5IN3O2 | wB97M-V/def2-TZVPD

* E_HOMO: -10.647 eV
* net charge: +1
* E_LUMO: -4.53 eV
* energy: -72338.7338 eV

Bonds (Å) are listed after each position.
CARTESIAN COORDINATES (ANGSTROEM)
1 C 3.17 -4.45 -4.14  C14 1.386, C29 1.386, F86 1.342
2 C -0.12 4.37 -9.22  C10 1.392, H34 1.085, C77 1.393
3 F 1.08 7.17 -6.46  C28 1.344
4 H -3.63 -2.80 9.37  C19 1.085
5 C 2.92 -2.54 0.24  C13 1.622, C31 1.613, H49 1.151, H71 1.149
6 H -1.38 4.29 -3.19  C9 1.085
7 C -1.60 -3.70 1.17  H17 1.150, C41 1.631, C64 1.623, H73 1.151
8 N 4.04 -1.87 2.63  C13 1.490, H75 1.032, H81 1.030
9 C -0.44 4.79 -3.01  H6 1.085, C25 1.393, C32 1.392
10 C 0.04 4.00 -7.89  C2 1.392, H55 1.085, C82 1.391
11 H 1.18 -3.91 0.49  C31 1.157
12 H 1.08 2.13 0.32  N74 1.032
13 C 3.90 -1.62 1.17  C5 1.622, N8 1.490, O42 1.261
14 C 3.99 -3.75 -3.26  C1 1.386, H39 1.084, C48 1.392
15 C -4.27 3.30 3.00  H67 1.084, C70 1.386, C72 1.391
16 C -2.61 -3.29 7.54  C19 1.393, C65 1.391, H68 1.085
17 H -0.73 -4.41 1.42  C7 1.150
18 H -3.32 -1.47 0.72  C59 1.154
19 C -3.26 -3.60 8.73  H4 1.085, C16 1.393, C79 1.392
20 H -1.76 2.19 5.73  C58 1.085
21 I -4.62 -3.71 2.65  C41 2.169
22 H 0.72 7.66 -8.98  C63 1.084
23 H 0.01 5.96 -10.66  C77 1.085
24 C -2.00 3.15 3.82  H36 1.084, C58 1.391, C70 1.386
25 C -0.05 5.86 -3.82  C9 1.393, H56 1.085, C76 1.393
26 C -1.79 0.33 0.34  C33 1.556, H43 1.137, C59 1.550
27 F 2.36 4.65 -0.71  C88 1.346
28 C 0.69 6.25 -7.36  F3 1.344, C63 1.386, C82 1.386
29 C 3.26 -5.83 -4.26  C1 1.386, H30 1.084, C54 1.392
30 H 2.61 -6.35 -4.94  C29 1.084
31 C 1.54 -2.92 0.97  C5 1.613, H11 1.157, C44 1.618, H78 1.156
32 C 0.38 4.38 -1.96  C9 1.392, H38 1.085, C88 1.385
33 C -0.27 0.64 0.26  C26 1.556, N74 1.481, N80 1.458
34 H -0.43 3.63 -9.95  C2 1.085
35 C -2.32 -5.63 7.10  C37 1.386, F40 1.343, C65 1.386
36 H -0.95 3.35 3.68  C24 1.084
37 C -2.98 -5.95 8.28  C35 1.386, H60 1.084, C79 1.391
38 H 0.10 3.55 -1.32  C32 1.085
39 H 3.90 -2.67 -3.20  C14 1.084
40 F -1.87 -6.62 6.31  C35 1.343
41 C -2.46 -3.52 2.54  C7 1.631, I21 2.169, O57 1.258
42 O 4.56 -0.72 0.59  C13 1.261
43 H -2.62 1.10 0.20  C26 1.137
44 C 0.41 -1.80 0.72  C31 1.618, C64 1.540, N80 1.461
45 F -2.47 4.18 1.76  C70 1.346
46 C 5.01 -5.83 -2.60  C48 1.392, C54 1.393, H69 1.085
47 H 4.27 -7.60 -3.57  C54 1.085
48 C 4.91 -4.44 -2.49  C14 1.392, C46 1.392, H85 1.085
49 H 2.65 -2.00 -0.73  C5 1.151
50 H 1.46 7.34 -4.21  C76 1.084
51 H 0.59 4.68 -5.91  C82 1.083
52 H -0.48 2.68 0.59  N74 1.033
53 H -3.95 -5.17 10.03  C79 1.085
54 C 4.19 -6.52 -3.49  C29 1.392, C46 1.393, H47 1.085
55 H -0.16 2.98 -7.58  C10 1.085
56 H -0.68 6.18 -4.63  C25 1.085
57 O -1.79 -3.23 3.56  C41 1.258
58 C -2.46 2.50 4.96  H20 1.085, C24 1.391, C87 1.392
59 C -2.23 -1.13 0.63  H18 1.154, C26 1.550, C64 1.583
60 H -3.12 -6.99 8.55  C37 1.084
61 H -1.61 -4.09 5.80  C65 1.083
62 H 2.90 6.62 -2.31  C84 1.084
63 C 0.53 6.63 -8.68  H22 1.084, C28 1.386, C77 1.391
64 C -1.08 -2.20 0.82  C7 1.623, C44 1.540, C59 1.583
65 C -2.13 -4.31 6.72  C16 1.391, C35 1.386, H61 1.083
66 H -4.17 1.73 6.01  C87 1.085
67 H -4.96 3.62 2.23  C15 1.084
68 H -2.47 -2.26 7.25  C16 1.085
69 H 5.73 -6.37 -2.00  C46 1.085
70 C -2.91 3.55 2.86  C15 1.386, C24 1.386, F45 1.346
71 H 3.50 -3.50 0.02  C5 1.149
72 C -4.72 2.64 4.14  C15 1.391, C87 1.393, H89 1.085
73 H -2.24 -4.09 0.30  C7 1.151
74 N 0.10 2.05 0.02  H12 1.032, C33 1.481, H52 1.033
75 H 3.66 -2.82 2.81  N8 1.032
76 C 1.16 6.52 -3.57  C25 1.393, H50 1.084, C84 1.391
77 C 0.13 5.68 -9.62  C2 1.393, H23 1.085, C63 1.391
78 H 1.67 -3.15 2.10  C31 1.156
79 C -3.44 -4.93 9.10  C19 1.392, C37 1.391, H53 1.085
80 N 0.74 -0.40 0.44  C33 1.458, C44 1.461, H83 1.036
81 H 3.48 -1.16 3.12  N8 1.030
82 C 0.45 4.95 -6.95  C10 1.391, C28 1.386, H51 1.083
83 H 1.72 -0.08 0.38  N80 1.036
84 C 1.97 6.11 -2.52  H62 1.084, C76 1.391, C88 1.386
85 H 5.55 -3.91 -1.79  C48 1.085
86 F 2.28 -3.78 -4.88  C1 1.342
87 C -3.82 2.24 5.12  C58 1.392, H66 1.085, C72 1.393
88 C 1.57 5.05 -1.73  F27 1.346, C32 1.385, C84 1.386
89 H -5.78 2.43 4.26  C72 1.085